Record 1
Computed, not measured: an isolated molecule of C3H3NO3S in a non-equilibrium geometry, with wB97M-V/def2-TZVPD.

```
11
Properties=species:S:1:pos:R:3:forces:R:3:mulliken_charge:R:1
O 2.4236 0.5476 -0.6998 -4.67 -0.43 1.38 -0.5756
C 1.2224 0.3501 -0.3603 2.94 -2.10 -1.07 0.4057
C 0.6055 -1.0032 0.2780 0.97 2.39 -0.78 -0.2726
O -0.7450 -1.1800 -0.1979 -1.05 -0.01 0.44 -0.2739
C -1.6006 -0.2074 0.1803 -0.51 1.51 0.21 0.3857
S -3.2667 -0.1068 0.3666 2.87 -0.86 -0.37 -0.2212
O -0.8572 0.9877 0.4280 -0.67 -1.32 -1.17 -0.2064
N 0.1017 1.0913 -0.6567 0.96 3.58 0.56 -0.1862
H 0.5486 -0.7970 1.3159 0.06 -0.05 1.21 0.2803
H 1.2728 -1.8314 0.1133 -0.37 -0.48 -0.53 0.3375
H 0.2948 2.1493 -0.7673 -0.52 -2.23 0.12 0.3267
```
Positions in Å, forces in eV/Å.

Results
Orbital gap: 9.26 eV
2S+1: 1
E_HOMO: -9.472 eV
E_LUMO: -0.21 eV
E: -794.67907 Ha
SMILES string: O=C1COC(=S)ON1
Charge: 0



Record 2
Computed, not measured: a 3-piece molecular cluster, C3H14N2O2 overall in a non-equilibrium geometry, with wB97M-V/def2-TZVPD.

```
21
Properties=species:S:1:pos:R:3:forces:R:3:mulliken_charge:R:1
N 0.6358 1.9403 0.5140 0.07 0.64 0.65 -0.5558
C 0.2857 1.1684 -0.6924 0.24 -0.58 0.83 -0.2071
C 1.2453 -0.0595 -0.9453 -0.61 2.27 -1.52 -0.6013
C 0.4800 -1.1164 -1.7120 1.86 -3.19 -0.35 -0.6068
N 0.0707 -2.3018 -0.8810 -0.05 0.84 -0.52 -0.5146
H 1.5360 1.7443 0.9342 0.08 -0.43 -0.39 0.2438
H 0.6620 2.9417 0.3508 -0.23 -0.18 -0.13 0.2147
H -0.7401 0.7565 -0.5593 0.54 0.40 -0.15 0.1239
H 0.2912 1.8799 -1.5393 -0.07 -0.73 0.08 0.2427
H 1.7616 -0.4490 -0.0617 -0.39 0.08 -0.03 0.4168
H 2.0152 0.3314 -1.6506 -0.11 -0.28 0.72 0.2314
H -0.3646 -0.8135 -2.3153 -0.19 0.71 0.16 0.3033
H 1.2296 -1.5686 -2.4490 -1.05 0.66 0.61 0.3207
H 0.1086 -2.0912 0.1146 0.02 -0.33 -0.38 0.2061
H 0.6402 -3.0969 -1.1470 -0.10 0.16 0.59 0.2231
O -0.9433 0.5581 2.6896 0.45 0.63 0.22 -0.7265
H -0.4125 1.3131 2.3495 -0.14 -0.64 -0.08 0.3502
H -0.3366 -0.0725 3.0966 -0.05 0.22 -0.14 0.3080
O -2.6644 -0.5730 0.9872 0.15 0.11 -0.30 -0.6613
H -3.4930 -0.4803 1.4645 0.11 0.09 0.06 0.2938
H -2.0074 -0.0112 1.4519 -0.52 -0.44 0.08 0.3951
```
Positions in Å, forces in eV/Å.

Results
Orbital gap: 9.56 eV
2S+1: 1
E_HOMO: -8.839 eV
E_LUMO: 0.72 eV
E: -382.65854 Ha
SMILES string: NCCCN.O.O
Charge: 0